{
  "formula": "C10H20N",
  "method": "ωB97M-V/def2-TZVPD",
  "multiplicity": 1,
  "homo_ev": -13.9,
  "homo_lumo_gap_ev": 10.96,
  "total_charge": 1,
  "lumo_ev": -2.94,
  "de_lowest_kj_mol": 379.7,
  "symbols": ["N", "C", "C", "C", "C", "C", "C", "C", "C", "C", "C", "H", "H", "H", "H", "H", "H", "H", "H", "H", "H", "H", "H", "H", "H", "H", "H", "H", "H", "H", "H"],
  "xyz": [[-1.08150, 0.80626, 0.03462], [-0.37697, -1.93342, 0.05576], [-3.46218, 1.03248, 0.57960], [-0.30240, -3.11339, 0.04989], [1.38282, 0.11426, 0.28383], [1.16108, 0.02746, 1.70222], [0.02642, -0.03850, -0.39871], [0.24966, -0.16912, -1.89759], [2.42275, -0.96514, -0.04297], [2.05384, 1.45119, -0.13063], [-2.40978, 0.37519, -0.38984], [3.02552, -0.75160, -0.94943], [1.38557, 2.29717, 0.33549], [1.90991, 1.57166, -1.25250], [0.72622, 0.79536, -2.12460], [3.35210, -0.93138, 0.62213], [0.86935, -1.02474, -1.99913], [2.19544, 0.16778, 2.18488], [-3.15399, 0.90323, 1.64275], [3.17573, 1.57251, -0.02974], [-3.57528, 2.09552, 0.28589], [2.13604, -2.02091, -0.04012], [-4.42759, 0.48565, 0.53364], [0.36612, 0.62020, 2.21765], [0.90515, -1.03102, 1.92943], [-0.66008, -4.13349, 0.15262], [-0.85956, 1.69894, -0.27220], [-2.73051, 0.62217, -1.46314], [-1.09414, 0.75083, 1.04200], [-0.73083, -0.47476, -2.47152], [-2.47894, -0.80039, -0.19027]],
  "forces_ev_per_angstrom": [[0.395, -2.730, 0.193], [0.603, 6.892, -0.969], [0.412, -0.373, -0.347], [-1.333, -3.101, 0.359], [1.166, 0.874, -1.058], [1.236, -1.132, 4.285], [1.177, -6.418, -1.263], [-3.282, 0.293, 0.032], [2.659, -0.496, -0.582], [-1.636, 1.842, -1.285], [-3.716, -2.304, 0.145], [-1.064, -0.157, -0.262], [1.860, -1.030, -0.614], [0.438, 0.084, 1.403], [-0.444, -0.674, -1.149], [-1.692, 0.298, 0.090], [0.913, -0.300, -0.362], [-1.852, 0.217, -0.114], [-0.010, 0.376, -0.650], [-1.557, -0.255, 0.722], [-0.212, -0.559, 0.576], [-0.395, 0.434, -0.055], [0.578, 0.544, -0.372], [0.828, 0.138, -0.442], [0.074, 0.586, 0.068], [0.789, 0.405, -0.159], [0.337, 2.688, -0.528], [1.215, -0.381, 1.529], [0.118, 0.471, 0.677], [1.896, 1.180, 0.929], [0.502, 2.587, -0.797]]
}

=====

{
  "formula": "C10H20N2O3",
  "method": "ωB97M-V/def2-TZVPD",
  "multiplicity": 1,
  "homo_ev": -9.0,
  "homo_lumo_gap_ev": 9.41,
  "total_charge": 0,
  "lumo_ev": 0.44,
  "de_lowest_kj_mol": 272.5,
  "symbols": ["O", "O", "O", "N", "N", "C", "C", "C", "C", "C", "C", "C", "C", "C", "C", "H", "H", "H", "H", "H", "H", "H", "H", "H", "H", "H", "H", "H", "H", "H", "H", "H", "H", "H", "H"],
  "xyz": [[-0.57647, 2.71526, 0.95252], [-2.34378, -0.47524, -1.48242], [1.02392, 3.67651, -0.29145], [-0.61273, 0.93050, -1.21508], [-1.70121, 0.73968, 1.41097], [-1.46386, -0.01318, -0.75376], [-1.24995, -0.49248, 0.60316], [-1.07205, -2.05709, 2.54711], [-1.69241, -1.84222, 1.13836], [1.86502, 1.36498, -1.54099], [0.38704, 2.71070, -0.00140], [1.95103, 0.14291, -2.49711], [0.69364, 1.23633, -0.61330], [3.12238, 1.49719, -0.72671], [-1.43929, -3.02235, 0.29014], [2.96226, 0.02759, -2.89981], [3.10635, 0.78767, 0.11724], [-2.30677, -3.83328, 0.46520], [-0.64341, 1.26759, -2.14457], [-2.63494, 1.04721, 1.14299], [-1.37997, -2.96273, 3.17205], [-2.69899, -1.88096, 1.31921], [-1.09082, 1.78442, 1.25969], [-1.85518, 0.47569, 2.39309], [-1.68790, -2.76439, -0.73058], [1.01973, 0.71675, 0.32629], [1.75043, -0.85484, -2.04909], [4.09522, 1.59402, -1.28688], [-0.18678, -0.46331, 0.90458], [3.04733, 2.41839, -0.15735], [-1.23101, -1.25566, 3.21761], [-0.44141, -3.43139, 0.36870], [1.92818, 2.13120, -2.26175], [1.32440, 0.20101, -3.41398], [0.03201, -2.11649, 2.43730]],
  "forces_ev_per_angstrom": [[1.859, 1.580, -1.478], [-0.017, 0.397, 0.826], [0.212, 0.695, -0.588], [1.817, -1.118, 1.613], [-2.663, -3.203, 1.576], [-0.484, -1.157, -3.788], [1.509, 1.364, 3.358], [1.083, -1.357, 0.029], [0.876, 0.057, 1.820], [0.999, -2.966, -1.308], [-0.894, -1.457, 2.207], [0.130, -1.234, -0.441], [-0.856, 3.970, 1.553], [0.773, 0.687, 1.231], [-2.235, -2.190, -1.242], [0.058, 0.293, 0.131], [0.659, -0.487, -0.664], [2.341, 1.432, 0.134], [-0.756, -0.084, -0.967], [-0.147, -0.264, -0.428], [0.089, 0.908, -1.461], [-2.905, 0.583, 0.145], [1.413, 0.775, -0.877], [0.444, 0.036, -0.345], [0.432, 0.068, -0.504], [-0.678, -0.260, -1.308], [-0.116, 0.630, 0.092], [-1.121, -0.673, 0.461], [-0.212, -0.223, -0.830], [0.031, 0.492, -0.157], [-0.332, 1.151, 0.677], [0.120, -0.278, -0.013], [-0.980, 1.768, -0.269], [0.005, 0.195, 0.738], [-0.454, -0.127, 0.076]]
}

=====

So what do the calculations give for DFT total energy? Going down the list: -447.3312 -728.2177 hartree.